30
Properties=species:S:1:pos:R:3:nbo_charge:R:1 method="wB97M-V/def2-TZVPD" relative_energy_kj_mol=179.5 homo_lumo_gap_ev="8.36 / 7.76" max_force_ev_per_a=4.33
P 0.2096 1.4484 -0.4567 1.919
F 0.5599 2.7874 3.2027 -0.351
F 2.6690 2.1583 2.8888 -0.335
O 1.2448 0.2052 -0.4918 -0.868
O -0.2070 1.9337 -1.7874 -1.036
N -1.0426 0.5915 0.2621 -0.758
C 0.9188 -1.9827 -1.4818 -0.640
C 3.0012 -0.5812 -1.8601 -0.619
C 1.6691 2.9304 2.3861 0.553
C 1.4502 -0.6295 -1.7285 0.103
C -2.8712 0.6163 1.7418 -0.410
C -1.7041 -0.1453 2.3283 -0.417
C -2.1305 1.3815 0.5762 -0.220
C -0.9087 -0.5960 1.1033 -0.214
H -2.8378 1.5838 -0.1867 0.210
H 3.2441 -0.8308 -2.9729 0.207
H -3.6698 -0.0430 1.5079 0.205
H -1.2268 -1.4389 0.5966 0.190
H 3.3542 0.3859 -1.6315 0.223
H -0.2037 -1.8949 -1.3471 0.219
H 0.0447 -0.8711 1.4501 0.221
H 1.2635 -2.5987 -2.3192 0.229
H -2.1717 -0.9570 3.0103 0.212
H 1.9568 3.9471 2.1062 0.137
H -1.6573 2.3374 1.0562 0.174
H 3.5384 -1.2521 -1.0922 0.209
H 1.3157 -2.2429 -0.4893 0.221
H 1.0504 -0.0315 -2.5095 0.208
H -1.1085 0.4645 2.9737 0.214
H -3.3782 1.4301 2.3497 0.214

53
Properties=species:S:1:pos:R:3:mulliken_charge:R:1 method="wB97M-V/def2-TZVPD" homo_lumo_gap_ev=2.94 max_force_ev_per_a=5.55 total_charge=+3
Tl 3.6751 -2.2147 4.9235 0.703
Cl 3.2147 1.6405 1.8870 -0.105
Cl -1.3643 1.2194 -1.6595 -0.128
S -0.3690 1.7673 1.6224 -0.112
Si 0.6130 0.6454 -1.9671 0.783
Si 0.4827 -0.0695 0.8070 0.050
O 0.4371 3.7100 -1.0669 -0.257
O 1.4469 0.2075 -0.5684 -0.485
O -1.8437 -1.0372 -5.6221 -0.304
O -0.1907 -0.2519 -4.4250 -0.285
O -0.2639 4.9526 0.6344 -0.323
C -0.2375 -2.9055 0.5559 -1.250
C -4.0146 -1.1328 0.2500 -1.014
C -3.1459 -0.4670 1.3778 -0.123
C 0.6600 -0.6800 -3.3896 -0.587
C -2.1927 -1.6265 -3.3921 -0.430
C 3.4584 -0.0292 3.9986 -1.034
C 1.7068 -0.7067 2.1729 -0.967
C 1.6833 3.3351 -1.6736 -0.524
C 1.5373 2.1764 -2.6897 -0.764
C -1.4000 -0.9741 -4.5477 0.513
C 0.6468 4.5828 0.0135 0.040
C -1.9016 -1.2924 1.7916 -1.253
C 2.3402 0.4871 2.9875 -0.012
C -0.8360 -1.4401 0.6101 1.930
H 1.1196 2.4723 -3.6793 0.492
H -3.8071 -0.4114 2.2811 0.498
H -2.9269 -0.9120 -2.9680 0.138
H -1.4419 -1.3314 -0.3235 -0.721
H 1.7013 -0.6330 -3.8019 0.422
H -1.4299 -0.8179 2.6840 0.226
H -3.5252 -2.0561 -0.1361 0.293
H 0.7514 -3.0165 1.0439 0.297
H -0.6953 1.3577 2.8942 0.336
H -5.0340 -1.4058 0.5974 0.358
H 2.9619 -0.5340 4.8958 0.153
H 3.9530 0.8878 4.4028 0.588
H 1.2491 -1.4798 2.8270 0.570
H -4.1374 -0.4466 -0.6215 0.173
H 2.5569 -1.1553 1.5966 0.491
H -1.5502 -2.0619 -2.5880 0.018
H 1.6821 4.8831 0.3011 0.403
H 2.0791 4.2256 -2.2286 0.473
H -0.9434 -3.6267 1.0137 0.470
H -2.7426 -2.4874 -3.8337 0.430
H -0.1557 -3.1739 -0.5232 0.286
H -2.2239 -2.3096 2.0994 0.524
H 2.3834 3.0757 -0.8410 0.285
H 1.5991 1.0212 3.6121 0.421
H 0.5079 -1.7278 -3.0483 0.538
H 2.5775 1.8087 -2.8932 0.425
H 4.2602 -0.6513 3.4754 0.301
H -2.9116 0.6098 1.1316 0.049

39
Properties=species:S:1:pos:R:3:nbo_charge:R:1 method="wB97M-V/def2-TZVPD" relative_energy_kj_mol=39.9 homo_lumo_gap_ev=8.63 smiles="O=C(N[C@@H](Cc1c[nH]c2ccccc12)C(=O)O)c1ccc(F)cc1" max_force_ev_per_a=0.94
F 5.2135 -1.7095 -0.1505 -0.322
O -3.7566 -1.4988 -0.8077 -0.697
O -2.9795 -3.2032 0.4042 -0.602
O -1.0059 -1.8873 -1.0060 -0.623
N -0.9840 -1.1764 1.1198 -0.599
N -0.8117 1.5728 -2.0781 -0.517
C -1.9079 0.9762 -1.5232 0.022
C 1.7600 -2.5224 -0.7899 -0.135
C 1.1927 2.7412 -1.1409 -0.218
C -3.0253 -2.0234 0.1761 0.818
C 1.1184 -1.5733 0.0023 -0.163
C -0.3700 -1.5505 -0.0212 0.686
C -0.0225 2.0713 -1.0843 0.110
C 3.2560 -0.6990 0.6748 -0.273
C -0.6625 1.7903 0.1483 -0.030
C -2.8038 0.4820 0.8277 -0.430
C 1.7610 3.1391 0.0499 -0.227
C -2.4214 -0.9854 1.1352 -0.139
C -1.8646 1.0844 -0.1644 -0.136
C 3.1388 -2.5828 -0.8406 -0.286
C -0.0673 2.2158 1.3371 -0.236
C 1.1346 2.8851 1.2733 -0.245
C 1.8750 -0.6594 0.7296 -0.176
C 3.8675 -1.6661 -0.1030 0.407
H -2.6495 0.4996 -2.1327 0.225
H 1.6733 2.9436 -2.0866 0.213
H 1.1558 -3.2107 -1.3604 0.238
H -2.7596 1.0541 1.7565 0.213
H -0.5994 1.5962 -3.0606 0.415
H -2.7860 -1.2650 2.1315 0.231
H 3.6505 -3.3178 -1.4414 0.232
H 3.8574 0.0101 1.2211 0.231
H 1.3986 0.1162 1.3092 0.227
H 2.7056 3.6620 0.0419 0.214
H -3.8257 0.5061 0.4517 0.242
H 1.6091 3.2221 2.1838 0.212
H -4.0723 -2.2141 -1.3812 0.503
H -0.4493 -0.8524 1.9084 0.408
H -0.5430 2.0291 2.2902 0.207

23
Properties=species:S:1:pos:R:3:nbo_charge:R:1 method="wB97M-V/def2-TZVPD" relative_energy_kj_mol=423.7 homo_lumo_gap_ev="5.87 / 5.87" max_force_ev_per_a=4.34
N 1.0900 -0.2606 3.1612 -0.457
N 2.8227 -0.2344 -0.7262 -0.424
N -0.1146 1.0182 -0.0956 -0.254
N -2.5319 -2.8546 0.6530 -0.200
N 0.0975 -1.8546 -2.4349 -0.209
C 1.5033 -1.4857 1.0437 -0.693
C -0.0478 1.5776 -1.5011 -0.413
C -0.6939 -1.4277 -1.7340 0.256
C -2.2161 -2.0441 -0.0903 0.264
C -0.9393 -0.0270 0.1880 0.259
C 0.2578 1.9050 0.9570 -0.429
C -1.6542 -0.9334 -0.7773 -0.501
C 2.2122 -0.8570 0.0432 0.288
C 1.3954 -0.8948 2.2532 0.293
H -0.2893 2.7884 0.7903 0.205
H 0.1199 1.3852 1.8727 0.264
H -1.2610 -0.2873 1.2155 0.264
H -2.3255 -0.2870 -1.3166 0.302
H 0.7927 2.2236 -1.6144 0.247
H 1.3191 2.1607 0.9667 0.247
H -0.0323 0.7560 -2.1616 0.234
H 1.4245 -2.5155 1.0567 0.256
H -0.9293 2.1488 -1.7491 0.203

9
Properties=species:S:1:pos:R:3:nbo_charge:R:1 method="wB97M-V/def2-TZVPD" relative_energy_kj_mol=233.7 homo_lumo_gap_ev=8.34 smiles="CN(Cl)C=S" max_force_ev_per_a=5.51
Cl 2.0463 1.4201 0.2359 0.115
S -2.1482 1.3206 -0.3906 -0.159
N 0.3162 0.9822 0.2823 -0.382
C 0.1032 -0.6922 0.0453 -0.358
C -0.5993 1.7975 -0.0923 -0.084
H -0.6535 -1.1277 0.6785 0.227
H -0.2512 2.8706 -0.2502 0.219
H -0.1025 -0.9513 -0.9379 0.218
H 1.0317 -0.9503 0.4976 0.205

87
Properties=species:S:1:pos:R:3:mulliken_charge:R:1 method="wB97M-V/def2-TZVPD" homo_lumo_gap_ev=5.57 max_force_ev_per_a=2.61 total_charge=-1
Cl 5.5492 7.1483 6.2227 -0.324
S 2.0250 -1.9075 -6.3039 1.216
S -5.6189 -2.8160 1.1397 1.340
S -2.0436 1.1187 2.2014 1.201
S -3.1587 -2.6371 -4.0669 1.182
P 2.7474 4.2995 4.8118 0.373
O 6.9440 4.7693 2.7421 -0.621
O 2.4738 -0.5589 -6.1737 -0.615
O 0.6334 -2.1865 -6.5168 -0.621
O 3.9049 4.7780 3.5402 -0.440
O -4.3156 -3.3881 1.2741 -0.584
O 6.6966 7.0710 3.2572 -0.591
O 3.5508 7.3230 4.4502 -0.507
O 2.8637 -2.6380 -7.4446 -0.299
O -0.6868 1.5540 2.1974 -0.542
O 3.4231 5.6042 5.8742 -0.458
O -2.4801 0.7686 0.7042 -0.296
O -2.9833 -4.2174 -4.2039 -0.298
O -6.2823 -2.6696 2.5826 -0.280
O -2.4687 -2.1989 -2.8905 -0.484
O -4.5394 -2.3039 -4.2460 -0.645
O -6.5799 -3.4020 0.2530 -0.696
O -2.4785 0.0669 3.0715 -0.616
C 1.9625 3.0189 3.6170 -1.242
C -2.2561 -2.1822 -5.5044 -0.951
C -1.8467 -1.6044 0.4426 -0.611
C -5.7548 -4.7965 3.7092 -0.971
C -1.6649 -0.1758 -0.0251 -0.505
C 7.5167 3.0509 4.4218 -1.014
C 2.6193 -2.8496 -4.9423 -0.998
C -4.8221 -5.0866 -2.8029 -0.913
C -3.3311 -5.0293 -3.0605 -0.254
C 2.5178 -2.3554 -8.8162 -0.326
C 7.9937 4.1758 3.5023 -0.154
C 4.9606 5.3632 4.2320 -0.715
C 2.9733 -0.9821 -9.2691 -0.975
C -3.1043 2.5079 2.4210 -0.985
C -6.8258 -3.8554 3.1929 -0.374
C 4.2878 6.3640 5.1503 1.007
C -5.4538 -1.1003 0.7873 -1.002
B 6.2362 5.7773 3.4046 1.026
H 2.7824 -0.8589 -10.3353 0.385
H 7.5045 7.2280 3.7750 0.270
H -7.4919 -4.3572 2.4883 0.342
H 3.7023 -2.7736 -4.9145 0.359
H -5.0712 -4.2696 4.3742 0.264
H 1.3748 3.5655 2.8865 0.285
H -0.6182 0.1297 0.0273 0.394
H 5.3246 4.6189 4.9644 -0.045
H -6.4432 -0.6592 0.7095 0.444
H 1.2971 2.3730 4.1826 0.389
H 3.7102 3.3261 5.3030 -0.114
H 1.9048 3.9041 5.9274 -0.029
H 2.4469 -0.1920 -8.7369 0.296
H 7.6345 3.3209 5.4648 0.300
H -5.3668 -5.4004 -3.6936 0.284
H 2.7039 2.4452 3.0689 0.319
H -1.9794 -0.0842 -1.0630 0.268
H -2.8986 -1.8835 0.4292 -0.140
H 2.1882 -2.4112 -4.0448 0.389
H 4.0385 -0.8512 -9.0807 0.268
H -2.9390 -6.0197 -3.2844 0.267
H -2.6934 -2.6852 -6.3622 0.381
H 1.7394 5.2367 4.3831 -0.129
H 2.2972 -3.8805 -5.0571 0.315
H -2.9884 2.8288 3.4534 0.388
H 3.0169 -3.1260 -9.4000 0.271
H -5.0376 -5.7798 -1.9900 0.378
H 3.4537 8.0693 5.0648 0.361
H -2.3499 -1.1042 -5.6124 0.398
H 8.0067 2.1069 4.2165 0.331
H -4.9240 -1.0236 -0.1604 0.354
H -6.2143 -5.6230 4.2522 0.385
H -1.2182 -2.4577 -5.3749 0.236
H -7.4365 -3.4967 4.0191 0.270
H 8.5164 4.9506 4.0673 0.146
H -1.4875 -1.7429 1.4615 0.388
H -2.8040 -4.6627 -2.1776 0.251
H -4.8717 -0.6372 1.5808 0.249
H 6.4550 2.8906 4.2801 0.242
H 1.4432 -2.4851 -8.9561 0.297
H -2.7960 3.2964 1.7410 0.308
H 8.6859 3.7536 2.7824 0.329
H -1.2954 -2.2823 -0.2088 0.394
H -4.1299 2.2013 2.2335 0.328
H -5.1641 -5.2120 2.8948 0.282
H -5.1919 -4.1044 -2.5155 0.217

21
Properties=species:S:1:pos:R:3:nbo_charge:R:1 method="wB97M-V/def2-TZVPD" relative_energy_kj_mol=83.7 homo_lumo_gap_ev="2.81 / 8.82" max_force_ev_per_a=3.52 multiplicity=2 total_charge=-1
O -1.1005 2.8106 0.0437 -0.996
O 1.4007 -1.7827 1.8975 -1.197
N 0.6902 0.5730 -0.3017 -0.685
N -1.0949 -1.7489 0.5115 -1.159
C -0.2792 -0.2052 -1.0923 -0.233
C 1.8183 0.9860 -1.1216 -0.419
C -1.5559 -0.5860 -0.2320 -0.314
H 1.0225 -0.0128 0.4651 0.407
H -2.3961 -0.6006 -0.9258 0.167
H -0.4774 2.0704 -0.1217 0.496
H -1.0274 2.9762 0.9813 0.456
H -1.3692 -1.9269 1.4874 0.275
H 2.6465 1.3646 -0.5191 0.195
H -1.5815 0.3080 0.3824 0.208
H 0.4302 -1.8863 1.9611 0.427
H 1.6598 -2.5936 1.4309 0.392
H 1.4931 1.7480 -1.8326 0.180
H -0.7102 0.4766 -1.8466 0.155
H 0.2935 -0.9580 -1.6392 0.173
H -1.1762 -2.6138 -0.0161 0.313
H 2.1991 0.1397 -1.7175 0.159

17
Properties=species:S:1:pos:R:3:nbo_charge:R:1 method="wB97M-V/def2-TZVPD" relative_energy_kj_mol=503.1 homo_lumo_gap_ev=6.98 max_force_ev_per_a=5.42
N 0.8533 0.0760 1.9492 -0.562
C 0.7370 1.6139 0.1540 -0.636
C -0.0943 -0.4637 -1.6724 -0.391
C 0.9100 0.1433 0.6296 -0.004
C -0.1837 -0.8668 -0.3490 -0.227
C -1.5478 -0.5690 0.3324 -0.612
H -1.0335 -0.1214 -2.1104 0.195
H -2.2079 -1.0866 -0.3697 0.211
H -1.7564 0.4836 0.1292 0.216
H 1.8789 -0.1888 0.2365 0.179
H 0.4133 1.4798 -0.8941 0.212
H 0.1243 -1.8771 -0.1107 0.226
H 1.4338 -0.7357 2.1909 0.313
H 1.7078 2.0780 -0.0153 0.217
H 0.2482 -1.2479 -2.3372 0.202
H -1.6298 -0.8844 1.3659 0.231
H 0.1469 2.1669 0.8711 0.230

Values of calculated total energy, in order: -28861.30752 -81507.64854 -30751.09504 -16924.10778 -26984.20230 -119011.10340 -10411.50061 -6848.31390, all in eV.